No. 1
# C34H70F10GaI2O6

A structure of composition C34H70F10GaI2O6 at a distorted geometry (the ωB97M-V functional and the def2-TZVPD basis, the Open Molecules 2025 dataset).

## Properties
E, eV: -144426.9019
LUMO, eV: 1.96
HOMO-LUMO gap, eV: 7.38
E_HOMO, eV: -5.417
Maximum force, eV Å⁻¹: 3.81
Total charge: -1

Last column: Löwdin charge in e.
CARTESIAN COORDINATES (ANGSTROEM)
C: 4.434 -2.767 -1.631  -0.24
C: 3.327 -1.671 -2.016  -0.81
I: 2.960 -0.172 -0.447  0.82
C: 2.630 -1.645 -3.249  -0.71
I: 3.147 -3.303 -4.606  0.70
Ga: 1.234 -0.170 -3.752  0.38
C: -0.610 -1.154 -3.810  -0.20
C: -1.805 -0.316 -3.164  -0.41
C: -1.420 0.529 -1.872  -0.10
F: -2.448 0.533 -4.146  -0.10
C: 1.589 0.483 -5.683  -0.33
F: 0.369 0.861 -6.342  -0.02
F: 2.138 -0.565 -6.502  -0.07
C: 2.662 1.694 -5.803  -0.26
F: 2.632 2.069 -7.189  0.04
F: 3.974 1.259 -5.560  0.08
C: 2.244 3.006 -4.991  -0.23
F: 2.387 4.107 -5.883  0.07
F: 0.918 3.025 -4.563  0.09
C: 3.166 3.352 -3.731  -0.35
F: 3.525 2.271 -2.950  0.08
F: 2.398 4.197 -2.890  0.07
F: 4.268 4.145 -4.113  0.10
H: 5.164 -2.853 -2.509  0.03
H: 5.060 -2.343 -0.769  0.04
H: 3.980 -3.774 -1.365  0.07
H: 1.221 1.023 -2.673  -0.04
H: -0.561 -2.161 -3.286  0.06
H: -0.924 -1.369 -4.895  0.07
H: -2.618 -1.061 -2.835  0.12
H: -0.947 1.506 -2.198  0.06
H: -0.715 -0.066 -1.214  0.07
H: -2.363 0.801 -1.278  0.07
C: -4.734 -2.485 1.708  -0.08
C: -4.043 -1.212 1.248  -0.27
O: -4.505 -0.739 -0.007  -0.17
C: -5.883 -0.408 -0.092  -0.27
C: -6.301 0.686 0.875  -0.08
H: -4.616 -3.276 0.962  0.08
H: -4.309 -2.828 2.654  0.08
H: -5.806 -2.336 1.858  0.06
H: -2.976 -1.413 1.130  0.12
H: -4.127 -0.424 2.004  0.11
H: -6.497 -1.306 0.041  0.10
H: -6.057 -0.063 -1.114  0.12
H: -6.165 0.387 1.915  0.05
H: -7.358 0.934 0.735  0.08
H: -5.707 1.589 0.712  0.09
C: 9.339 -0.213 2.797  -0.08
C: 8.649 -1.151 1.820  -0.28
O: 7.278 -1.367 2.114  -0.16
C: 6.440 -0.218 2.106  -0.27
C: 6.407 0.499 0.769  -0.12
H: 9.247 -0.589 3.820  0.08
H: 10.400 -0.120 2.551  0.07
H: 8.903 0.788 2.778  0.06
H: 9.134 -2.129 1.869  0.12
H: 8.765 -0.801 0.790  0.09
H: 6.729 0.466 2.912  0.10
H: 5.433 -0.568 2.344  0.11
H: 7.389 0.888 0.489  0.06
H: 5.714 1.343 0.808  0.06
H: 6.085 -0.181 -0.022  0.03
C: -9.270 -6.168 2.807  -0.08
C: -9.461 -4.715 2.404  -0.28
O: -8.382 -4.190 1.648  -0.17
C: -8.101 -4.834 0.411  -0.28
C: -9.265 -4.803 -0.564  -0.08
H: -8.344 -6.289 3.374  0.08
H: -10.106 -6.504 3.425  0.07
H: -9.210 -6.828 1.939  0.06
H: -9.530 -4.105 3.308  0.12
H: -10.404 -4.577 1.866  0.10
H: -7.763 -5.861 0.588  0.11
H: -7.256 -4.303 -0.031  0.11
H: -10.136 -5.338 -0.180  0.06
H: -8.980 -5.269 -1.511  0.08
H: -9.573 -3.773 -0.761  0.08
C: 1.618 5.157 0.711  -0.08
C: 1.240 3.687 0.643  -0.27
O: 1.598 2.955 1.808  -0.18
C: 1.015 3.382 3.029  -0.28
C: -0.504 3.324 3.029  -0.08
H: 2.691 5.268 0.888  0.08
H: 1.363 5.659 -0.225  0.08
H: 1.099 5.675 1.521  0.06
H: 1.774 3.224 -0.191  0.10
H: 0.173 3.564 0.431  0.11
H: 1.369 4.386 3.286  0.10
H: 1.394 2.712 3.804  0.12
H: -0.938 3.990 2.282  0.07
H: -0.895 3.618 4.007  0.07
H: -0.847 2.310 2.805  0.08
C: -8.287 3.248 3.759  -0.08
C: -7.441 2.059 4.184  -0.28
O: -6.048 2.264 4.013  -0.17
C: -5.472 3.344 4.735  -0.27
C: -5.628 3.217 6.241  -0.08
H: -8.088 3.504 2.715  0.08
H: -9.349 3.018 3.868  0.08
H: -8.074 4.135 4.359  0.06
H: -7.707 1.199 3.564  0.11
H: -7.658 1.771 5.218  0.11
H: -5.878 4.296 4.377  0.11
H: -4.409 3.348 4.488  0.12
H: -6.675 3.225 6.546  0.06
H: -5.127 4.048 6.745  0.08
H: -5.189 2.280 6.593  0.08
C: 10.787 -2.123 -2.689  -0.08
C: 9.355 -2.486 -2.335  -0.28
O: 8.648 -1.441 -1.689  -0.18
C: 8.503 -0.228 -2.417  -0.27
C: 7.761 -0.395 -3.733  -0.06
H: 11.338 -1.819 -1.794  0.08
H: 11.296 -2.978 -3.140  0.07
H: 10.834 -1.294 -3.398  0.06
H: 9.367 -3.328 -1.638  0.12
H: 8.805 -2.826 -3.219  0.11
H: 9.482 0.237 -2.575  0.11
H: 7.937 0.452 -1.777  0.10
H: 8.293 -1.053 -4.422  0.07
H: 7.639 0.574 -4.225  0.08
H: 6.772 -0.827 -3.562  0.08

---

No. 2
# C11H19Br4Cl9O4Sr2

A structure of composition C11H19Br4Cl9O4Sr2 at a distorted geometry (the ωB97M-V functional and the def2-TZVPD basis, the Open Molecules 2025 dataset).

## Properties
E, eV: -414446.8595
LUMO, eV: -1.75
HOMO-LUMO gap, eV: 4.89
E_HOMO, eV: -6.648
Maximum force, eV Å⁻¹: 2.71

Last column: Löwdin charge in e.
CARTESIAN COORDINATES (ANGSTROEM)
Sr: -0.370 -0.622 -3.296  1.53
Sr: -3.486 -1.241 -1.021  1.38
O: -1.973 0.834 -4.991  -0.44
C: -2.526 1.931 -4.328  -0.44
C: -3.209 1.710 -2.924  -0.45
O: -4.028 0.584 -2.718  -0.51
H: -3.343 2.373 -4.916  0.09
H: -1.800 2.736 -4.148  0.06
H: -3.680 2.640 -2.576  0.05
H: -2.368 1.577 -2.212  0.05
O: -0.985 -1.255 -0.768  -0.64
C: -0.684 -0.110 0.018  -0.40
C: 0.420 0.901 -0.497  -0.37
O: 0.559 1.231 -1.878  -0.49
H: -0.512 -0.394 1.064  0.05
H: -1.634 0.436 0.118  0.06
H: 1.366 0.577 -0.040  0.07
H: 0.194 1.830 0.043  0.07
Br: -2.589 -1.109 3.111  0.63
C: -1.310 -0.622 4.568  -0.58
C: -0.048 -1.430 4.291  -0.71
Br: 1.456 -1.117 5.555  0.60
H: -1.810 -0.804 5.514  0.06
H: -1.142 0.450 4.493  0.06
H: 0.280 -1.250 3.271  0.00
H: -0.274 -2.482 4.445  0.03
Br: -2.594 -4.053 0.147  0.61
C: -1.189 -4.654 1.405  -0.61
C: 0.106 -3.843 1.216  -0.65
Br: 1.430 -4.630 2.446  0.63
H: -1.069 -5.699 1.141  0.05
H: -1.509 -4.467 2.426  0.05
H: -0.055 -2.793 1.449  0.03
H: 0.519 -3.880 0.212  0.05
C: 3.926 2.473 -1.276  -1.53
Cl: 5.124 1.623 -2.277  0.51
Cl: 3.367 4.060 -1.833  0.53
Cl: 4.467 2.475 0.407  0.51
H: 3.021 1.873 -1.300  -0.03
C: -0.456 4.188 -1.858  -1.53
Cl: 0.356 4.981 -3.187  0.53
Cl: -2.170 4.632 -1.855  0.57
Cl: 0.267 4.662 -0.299  0.50
H: -0.320 3.124 -2.048  -0.03
C: 3.981 -1.423 0.880  -1.51
Cl: 5.712 -1.022 0.999  0.51
Cl: 3.112 -1.030 2.397  0.50
Cl: 3.875 -3.138 0.576  0.51
H: 3.596 -0.832 0.055  0.00

---

No. 3
# C6H6N6

An isolated molecule of C6H6N6 at a distorted geometry (the ωB97M-V functional and the def2-TZVPD basis, the Open Molecules 2025 dataset).

## Properties
E, eV: -15255.7995
LUMO, eV: -0.07
Energy relative to the best compared isomer or geometry (same formula, charge and spin), kcal/mol: 101.88
HOMO-LUMO gap, eV: 8.55
E_HOMO, eV: -8.620
Maximum force, eV Å⁻¹: 5.04

Last column: natural (NBO) charge in e.
CARTESIAN COORDINATES (ANGSTROEM)
C: 2.774 0.002 0.998  0.24
C: -1.234 -0.424 1.115  0.20
C: 1.252 -1.497 0.132  0.06
C: 1.558 -0.199 0.327  -0.05
C: -1.068 -1.362 0.078  0.37
C: -0.455 1.210 -0.370  0.24
N: 3.706 0.233 1.607  -0.30
N: -1.390 0.081 2.134  -0.29
N: 0.019 -1.892 -0.246  -0.48
N: 0.835 0.920 -0.136  -0.60
N: -2.163 -1.529 -0.667  -0.77
N: -0.665 2.457 -1.001  -0.82
H: 1.999 -2.223 0.481  0.22
H: 1.553 1.694 -0.175  0.37
H: -3.021 -1.407 -0.148  0.40
H: -2.110 -1.840 -1.725  0.43
H: -1.647 2.743 -1.124  0.41
H: 0.057 3.032 -1.277  0.36

---

No. 4
# C2H4NO2

The ion C2H4NO2 with charge -1 at a distorted geometry (the ωB97M-V functional and the def2-TZVPD basis, the Open Molecules 2025 dataset).

## Properties
SMILES string: CNC(=O)[O-]
E, eV: -7725.1868
LUMO, eV: 4.45
Energy relative to the best compared isomer or geometry (same formula, charge and spin), kcal/mol: 9.81
HOMO-LUMO gap, eV: 8.15
E_HOMO, eV: -3.698
Maximum force, eV Å⁻¹: 4.70
Total charge: -1

Last column: natural (NBO) charge in e.
CARTESIAN COORDINATES (ANGSTROEM)
C: -1.399 -0.394 1.099  -0.39
N: -0.021 -0.433 0.843  -0.77
C: 0.474 0.168 -0.483  0.88
O: 1.689 0.088 -0.682  -0.81
O: -0.387 0.654 -1.135  -0.77
H: -1.872 0.641 1.310  0.13
H: -1.690 -1.036 1.908  0.16
H: -1.900 -0.734 0.171  0.20
H: 0.744 -0.425 1.543  0.37